Molecular formula: C20H55BN6O6PS
Method: DFT, the ωB97M-V functional and the def2-TZVPD basis

Output
Electronic energy ... -2339.12229 a.u.
Highest occupied orbital energy ... -0.3875 Eh
Kohn-Sham gap ... 6.73 eV
Net charge ... +1

XYZ file:
```
90
Properties=species:S:1:pos:R:3:forces:R:3
C 0.1740 -0.0839 4.3692 -0.09 0.10 -0.21
C -0.9426 0.9314 4.4889 0.48 -0.54 -0.09
O -1.2015 1.5106 3.1638 0.27 0.52 0.25
B -1.3854 2.8564 3.2132 -0.59 -0.65 0.18
O -2.5772 3.4567 3.3546 0.35 0.14 -0.60
P 0.2034 4.0102 3.0064 -0.37 -0.43 -1.17
C 1.6237 2.9613 2.5665 0.77 -0.06 0.97
N 2.6674 3.1259 3.6078 -0.54 0.24 -0.31
N -0.1296 5.0417 1.7072 0.77 0.36 1.55
C 0.1464 6.2409 1.9010 -0.69 -0.17 -0.87
S 0.3362 7.7552 1.9833 0.22 0.08 0.14
H 1.1551 0.3877 4.2839 -0.02 0.05 -0.01
H -0.0014 -0.6797 3.4727 0.09 -0.20 0.12
H 0.1991 -0.7412 5.2371 -0.06 0.02 0.03
H -0.6676 1.7202 5.1987 -0.23 0.03 0.04
H -1.8582 0.4414 4.8121 -0.10 0.20 0.05
H -3.2757 2.8207 3.1316 -0.19 0.16 0.36
H 0.5027 4.7064 4.1883 0.14 0.15 -0.14
H 1.2898 1.9226 2.5149 -0.35 0.09 -0.32
H 2.0094 3.2869 1.6017 -0.12 0.03 -0.07
H 2.2371 3.1762 4.5237 0.27 -0.18 0.13
H 3.2899 2.3273 3.5979 0.07 0.05 0.03
C -1.0941 -3.5694 0.6653 -0.05 0.01 0.04
C -0.8492 -2.0764 0.4776 0.13 -0.29 -0.04
C -0.6582 -1.6538 -0.9843 -0.12 0.24 0.00
O 0.6084 -1.9674 -1.5265 -0.04 -0.06 -0.02
C 0.7543 -3.2951 -2.0030 0.14 0.02 -0.03
N 0.2888 -1.6681 1.3135 -0.04 0.25 -0.07
H -0.1772 -4.1496 0.5590 0.03 0.04 -0.05
H -1.4853 -3.7706 1.6608 0.01 -0.01 0.00
H -1.8218 -3.9434 -0.0557 -0.01 -0.01 0.02
H -1.7379 -1.5511 0.8435 0.01 0.07 -0.04
H -0.7309 -0.5630 -1.0344 0.05 0.00 -0.03
H -1.4581 -2.0550 -1.6196 0.00 -0.09 0.04
H -0.1781 -3.6706 -2.4343 -0.01 -0.03 0.03
H 1.0943 -3.9703 -1.2150 -0.09 -0.06 -0.01
H 1.5165 -3.2788 -2.7820 0.00 0.02 0.00
H 0.3830 -0.6563 1.2583 -0.03 0.00 -0.03
H 1.1339 -2.0178 0.8680 -0.01 -0.09 0.07
C 0.1488 -1.2359 -7.5117 0.07 0.06 -0.07
C 0.6549 -1.8349 -6.2035 -0.23 -0.01 -0.12
C 0.8708 -3.3539 -6.2581 0.18 0.00 0.13
O -0.3131 -4.1234 -6.1914 0.01 0.02 -0.07
C -1.0051 -4.2815 -7.4171 -0.09 -0.06 0.11
N -0.2534 -1.4473 -5.1202 0.06 -0.14 0.13
H -0.9113 -1.4356 -7.6672 0.00 -0.05 0.03
H 0.2735 -0.1535 -7.5003 -0.03 0.00 0.04
H 0.7010 -1.6300 -8.3669 -0.01 -0.01 0.00
H 1.6316 -1.3868 -5.9961 0.03 -0.06 0.04
H 1.4518 -3.6431 -5.3775 -0.04 -0.03 0.02
H 1.4630 -3.6382 -7.1377 -0.05 0.05 -0.06
H -0.3139 -4.3415 -8.2624 0.01 0.04 -0.01
H -1.7158 -3.4686 -7.5837 0.04 0.02 -0.09
H -1.5667 -5.2131 -7.3588 0.03 -0.01 0.02
H 0.1358 -1.7462 -4.2297 0.05 0.14 0.02
H -1.1008 -2.0005 -5.2211 -0.04 0.08 -0.05
C 5.1383 9.6566 -0.3976 0.08 0.03 -0.07
C 5.5254 9.0763 0.9591 -0.25 0.04 -0.12
C 5.4527 7.5447 1.0208 0.23 0.02 0.15
O 4.1379 7.0189 1.1225 -0.04 -0.06 -0.08
C 3.4350 6.9078 -0.0979 -0.14 -0.02 0.16
N 4.7107 9.7134 1.9978 0.06 -0.20 0.10
H 4.0587 9.6499 -0.5512 -0.01 -0.03 0.03
H 5.4647 10.6932 -0.4671 -0.03 0.01 0.04
H 5.6045 9.1012 -1.2136 -0.01 0.00 0.00
H 6.5686 9.3473 1.1440 0.02 -0.07 0.04
H 5.9658 7.2162 1.9277 -0.07 -0.02 0.03
H 5.9784 7.0880 0.1729 -0.05 0.05 -0.06
H 4.0945 6.6499 -0.9305 0.03 0.05 -0.01
H 2.8899 7.8261 -0.3315 0.06 0.00 -0.14
H 2.7026 6.1056 0.0206 0.02 -0.02 -0.02
H 5.0404 9.4206 2.9133 0.07 0.12 0.00
H 3.7724 9.3280 1.9333 -0.02 0.08 -0.05
C -6.0856 -7.3097 2.4128 -0.04 -0.10 0.05
C -5.0027 -7.3716 1.3402 -0.14 0.22 0.11
C -3.6108 -6.9621 1.8410 0.12 -0.18 -0.16
O -3.4248 -5.5664 2.0033 -0.04 -0.04 0.13
C -3.9180 -5.0306 3.2152 0.04 0.13 -0.12
N -5.4337 -6.5793 0.1851 0.23 0.00 -0.02
H -6.4021 -6.2859 2.6134 0.04 0.02 -0.02
H -6.9672 -7.8592 2.0853 0.00 0.03 -0.04
H -5.7409 -7.7524 3.3494 0.00 0.01 0.00
H -4.9237 -8.4134 1.0164 0.08 0.00 -0.01
H -2.8784 -7.2646 1.0879 0.01 0.07 -0.01
H -3.3513 -7.4898 2.7680 -0.09 0.02 0.04
H -3.8124 -5.7390 4.0417 -0.03 -0.02 0.00
H -4.9642 -4.7288 3.1247 -0.03 -0.07 0.09
H -3.3312 -4.1389 3.4430 0.03 -0.02 -0.01
H -4.7747 -6.7082 -0.5774 -0.08 -0.08 -0.04
H -5.3438 -5.5971 0.4314 -0.10 0.00 0.02
```
Forces are in eV/Å.